Here is a 8-piece molecular cluster, C52H80F4IN9O7PS overall at a distorted geometry from the Open Molecules 2025 dataset. Energies are from ωB97M-V/def2-TZVPD.

Cartesian coordinates (Å):
C -6.2129 0.7338 -2.6608
C -5.1554 -0.2199 -2.1511
O -4.0527 -0.3723 -3.0190
C -3.0717 0.5915 -2.7842
C -1.8997 0.4759 -3.7734
C -2.4307 1.1875 -5.0454
C -3.7045 0.7027 -5.6923
O -4.8573 1.0185 -5.4132
F -3.4488 -0.0458 -6.7922
C -1.5216 -0.9795 -4.1682
C -0.8645 -1.1527 -5.5888
C 0.4426 -1.9233 -5.5771
C 0.9788 -1.9809 -7.0257
I 2.0388 -3.7994 -7.3518
P -2.8137 -2.3892 -4.1720
N -2.0920 -3.6191 -4.7820
O -4.1099 -2.0440 -4.9993
O -3.2837 -2.7732 -2.6697
O -0.6325 -1.6442 -3.2572
C -0.0569 -0.9976 -2.1507
S -1.2453 -1.0727 -0.7391
C 1.2183 -1.8584 -1.9159
C 1.3223 -2.6851 -0.6328
C 1.9544 -1.9480 0.5743
C 1.0234 -1.6064 1.7354
O 1.7098 -1.8435 2.9413
C 1.5962 -0.7772 3.8684
C 0.3719 0.4301 -2.5274
C 1.1292 0.9800 -1.3168
C 2.6548 1.2220 -1.4891
N -0.6895 1.2901 -3.2168
C 0.0292 2.0123 -4.3314
C 1.3721 2.6866 -4.0333
C 1.5605 3.8574 -4.9729
F 0.7797 4.8771 -4.5554
F 1.2273 3.5739 -6.2221
F 2.8113 4.2923 -4.9132
C -1.1372 2.3926 -2.3175
O -2.0028 3.2666 -2.9610
C -2.6030 4.1446 -2.0226
H -7.0652 0.7609 -2.0006
H -5.8383 1.7320 -2.8427
H -6.5840 0.3663 -3.6069
H -4.8658 0.0641 -1.1378
H -5.6062 -1.1980 -2.0661
H -2.7911 0.5385 -1.7385
H -3.5426 1.5592 -2.9314
H -1.7153 1.2142 -5.8520
H -2.6230 2.2283 -4.8393
H -1.5274 -1.6919 -6.2474
H -0.6258 -0.2221 -6.0998
H 0.3103 -2.9384 -5.2450
H 1.2005 -1.3976 -5.0132
H 0.2037 -1.8139 -7.7585
H 1.7028 -1.1904 -7.1493
H -1.9903 -4.3675 -4.1146
H -4.7958 -2.6796 -4.7668
H -2.5468 -3.2403 -2.2672
H -0.8285 -0.0478 0.0166
H 1.3054 -2.5548 -2.7337
H 2.1227 -1.2600 -1.9691
H 2.0532 -3.4480 -0.8763
H 0.4385 -3.2496 -0.3706
H 2.4744 -1.0800 0.1849
H 2.7203 -2.5811 0.9941
H 0.8278 -0.5291 1.7040
H 0.0705 -2.1242 1.6925
H 2.2291 0.0671 3.5976
H 0.5546 -0.4960 3.9933
H 1.9491 -1.1522 4.8157
H 1.0993 0.1950 -3.2908
H 1.1004 0.2835 -0.4960
H 0.7794 1.8940 -0.8522
H 3.2234 0.6132 -0.8020
H 2.8945 2.2626 -1.3292
H 2.9828 0.9418 -2.4798
H -0.5807 2.7766 -4.7787
H 0.2128 1.3161 -5.1324
H 2.1757 2.0047 -4.2723
H 1.5368 3.0756 -3.0405
H -0.2757 2.9997 -2.0541
H -1.4615 2.0252 -1.3526
H -3.4427 4.6159 -2.5085
H -1.9155 4.9234 -1.7100
H -2.9751 3.6290 -1.1416
N 5.4563 -4.2190 -8.9296
C 6.4290 -5.1810 -8.9141
C 7.6283 -4.5695 -9.1601
C 7.3691 -3.1819 -9.3275
C 6.0209 -2.9984 -9.1777
H 4.4769 -4.3796 -8.7816
H 6.1848 -6.2131 -8.7311
H 8.5852 -5.0600 -9.2143
H 8.0902 -2.4095 -9.5345
H 5.4168 -2.1089 -9.2272
N -2.6280 -0.8217 2.5845
C -3.2308 -1.7463 3.3950
C -3.3312 -1.2043 4.6457
C -2.7737 0.1029 4.5891
C -2.3508 0.3110 3.3042
H -2.4173 -0.9523 1.6134
H -3.5316 -2.7065 3.0136
H -3.7571 -1.6890 5.5073
H -2.6918 0.8062 5.4012
H -1.8766 1.1618 2.8432
N -0.7271 -1.9915 7.4175
C 0.0968 -2.7821 8.1732
C 0.7093 -3.6726 7.3336
C 0.2399 -3.4059 6.0182
C -0.6437 -2.3635 6.1026
H -1.3035 -1.2530 7.7740
H 0.1739 -2.6431 9.2377
H 1.4153 -4.4314 7.6266
H 0.5201 -3.9212 5.1143
H -1.2167 -1.8567 5.3470
N 1.8037 2.6178 2.3535
C 3.1329 2.4389 2.0591
C 3.8604 3.2083 2.9234
C 2.9374 3.8742 3.7778
C 1.6803 3.4887 3.4031
H 1.0403 2.1769 1.8790
H 3.4375 1.7774 1.2669
H 4.9340 3.2844 2.9470
H 3.1730 4.5560 4.5768
H 0.7102 3.7528 3.7901
N -2.7737 3.2353 6.3413
C -1.4460 3.0606 6.0511
C -0.7198 3.8269 6.9209
C -1.6446 4.4882 7.7738
C -2.9006 4.1018 7.3933
H -3.5355 2.7980 5.8592
H -1.1360 2.4067 5.2527
H 0.3542 3.9046 6.9459
H -1.4122 5.1686 8.5749
H -3.8698 4.3678 7.7779
N -0.3969 7.3086 1.8985
C 0.5211 6.6634 2.6876
C 1.0452 7.5828 3.5531
C 0.4182 8.8298 3.2813
C -0.4661 8.6288 2.2584
H -0.9355 6.8825 1.1711
H 0.7225 5.6138 2.5653
H 1.7948 7.3859 4.3006
H 0.5976 9.7659 3.7816
H -1.1355 9.3065 1.7575
N 2.0877 -6.9640 9.1075
C 0.7466 -7.1740 9.2852
C 0.4055 -8.3100 8.6043
C 1.5884 -8.8090 7.9932
C 2.6077 -7.9589 8.3237
H 2.6094 -6.1996 9.4919
H 0.1547 -6.4985 9.8780
H -0.5810 -8.7381 8.5501
H 1.6786 -9.6915 7.3829
H 3.6536 -7.9751 8.0707

Output
DFT total energy   -122048.3737 eV
HOMO   -0.3389 Ha
Charge   +1
Molar mass   1209.2 g/mol
Kohn-Sham gap   6.237 eV